1.
{"formula": "CH3O4Si", "method": "the ωB97M-V functional and the def2-TZVPD basis", "symbols": ["C", "O", "O", "O", "O", "Si", "H", "H", "H"], "xyz": [[-2.5708, 0.1487, -0.1110], [-2.0633, 0.0665, -1.2785], [-3.5218, 0.8150, 0.2104], [0.3653, -0.0818, 0.7044], [3.3341, 0.6950, -0.3647], [-1.0278, -0.6979, 0.5084], [2.4930, 0.5705, -0.0412], [4.0468, 0.4820, 0.3597], [-1.0556, -1.9979, 0.0126]], "forces_ev_per_angstrom": [[0.0, 1.3, -0.6], [1.0, -1.3, 0.5], [-1.4, 0.2, 1.1], [0.4, 0.2, 0.8], [5.8, 0.1, 0.3], [0.3, 1.8, -1.7], [-3.3, -0.8, 1.8], [-2.7, 0.6, -2.0], [-0.1, -2.2, -0.2]], "nbo_charge": [0.406, -0.727, -0.685, -1.260, -0.962, 1.548, 0.503, 0.458, -0.280], "max_force_ev_per_a": 5.8, "charge": -1}

=====

2.
{"formula": "C2H7NS2", "method": "the ωB97M-V functional and the def2-TZVPD basis", "symbols": ["N", "C", "C", "S", "S", "H", "H", "H", "H", "H", "H", "H"], "xyz": [[1.7201, 0.3637, 0.9821], [0.8171, 0.4258, -0.1825], [-0.4795, -0.0682, 0.2210], [-1.6467, 0.2550, -1.2657], [-2.7481, -1.3254, -0.8735], [2.5116, 1.0035, 0.8788], [1.3182, 0.5768, 1.9130], [0.5259, 1.5545, -0.3114], [1.3046, 0.0074, -1.0646], [-0.3679, -1.1483, 0.5170], [-0.9073, 0.5129, 0.9940], [-2.0480, -2.1578, -1.8082]], "forces_ev_per_angstrom": [[0.9, 0.0, 0.5], [1.0, 4.3, 1.6], [-1.0, -2.2, -1.7], [1.6, 0.5, 1.4], [-0.6, -2.6, -1.8], [-0.3, -0.4, -0.1], [-0.1, -0.2, -1.2], [1.1, -1.5, -0.8], [-0.4, -0.1, 0.1], [-0.9, 0.9, -0.5], [-0.2, 0.4, 1.0], [-1.2, 0.7, 1.4]], "nbo_charge": [-0.854, -0.239, -0.472, 0.048, -0.137, 0.361, 0.360, 0.154, 0.212, 0.224, 0.208, 0.135], "smiles": "NCCSS", "max_force_ev_per_a": 4.7, "charge": 0}

=====

3.
{"formula": "C33H31N5P2Sc", "method": "the ωB97M-V functional and the def2-TZVPD basis", "symbols": ["Sc", "C", "C", "P", "C", "C", "C", "C", "C", "C", "C", "C", "C", "C", "C", "C", "C", "P", "C", "C", "C", "C", "C", "C", "C", "C", "C", "C", "C", "C", "H", "H", "H", "H", "H", "H", "H", "H", "H", "H", "H", "H", "H", "H", "H", "H", "H", "H", "H", "H", "H", "H", "H", "H", "H", "H", "N", "C", "N", "C", "N", "C", "C", "N", "C", "C", "N", "H", "H", "H", "H", "H"], "xyz": [[-0.2341, -0.7024, -0.4369], [-4.0824, -0.9279, -1.6463], [-4.1469, -1.1107, -0.1250], [-2.5507, -1.1927, 0.7440], [-2.8366, -1.0396, 2.5051], [-3.0252, 0.2502, 3.0125], [-3.3182, 0.4248, 4.3547], [-3.4050, -0.6843, 5.1899], [-3.2102, -1.9629, 4.6881], [-2.9288, -2.1502, 3.3414], [-1.7771, -2.7922, 0.4356], [-2.3102, -3.8354, -0.3249], [-1.5250, -4.9399, -0.6274], [-0.1990, -5.0121, -0.2072], [0.3536, -3.9842, 0.5411], [-0.4305, -2.8727, 0.8532], [-3.5772, 0.4478, -2.1177], [-1.7940, 0.7873, -1.8959], [-1.4643, 2.5138, -2.2161], [-0.2057, 3.0183, -1.8693], [0.1103, 4.3381, -2.1319], [-0.8386, 5.1656, -2.7269], [-2.0898, 4.6745, -3.0630], [-2.4095, 3.3458, -2.8135], [-0.8533, -0.2190, -3.0750], [-0.0645, 0.3072, -4.1015], [0.6526, -0.5531, -4.9222], [0.6058, -1.9307, -4.7288], [-0.1471, -2.4680, -3.6957], [-0.8550, -1.6109, -2.8569], [-5.0961, -1.0447, -2.0328], [-3.5137, -1.7321, -2.1159], [-4.7221, -1.9986, 0.1517], [-4.6670, -0.2672, 0.3400], [-2.9798, 1.1135, 2.3544], [-3.4875, 1.4173, 4.7496], [-3.6338, -0.5498, 6.2386], [-3.2881, -2.8199, 5.3431], [-2.7938, -3.1534, 2.9566], [-3.3390, -3.8004, -0.6613], [-1.9544, -5.7604, -1.1880], [0.3930, -5.8872, -0.4409], [1.3673, -4.0604, 0.9129], [-0.0553, -2.1410, 1.5827], [-4.1008, 1.2421, -1.5775], [-3.7901, 0.5880, -3.1799], [0.5371, 2.3731, -1.4050], [1.0856, 4.7291, -1.8763], [-0.5964, 6.2001, -2.9300], [-2.8209, 5.3224, -3.5268], [-3.3865, 2.9765, -3.0949], [-0.0340, 1.3747, -4.2753], [1.2407, -0.1462, -5.7345], [1.1475, -2.5869, -5.3976], [-0.2096, -3.5407, -3.5598], [-1.5412, -2.0541, -2.1289], [1.7711, 1.8957, 2.3705], [0.5970, 1.4729, 1.9368], [0.8068, 0.5827, 0.9625], [2.1784, 0.5161, 0.8789], [2.7924, 1.2984, 1.7178], [2.8255, -0.3934, -0.0735], [4.2026, -0.5037, -0.1787], [4.7664, -1.3477, -1.0372], [3.9598, -2.0845, -1.7850], [2.5722, -1.9886, -1.6923], [2.0054, -1.1379, -0.8383], [1.9687, 2.5696, 3.1009], [-0.3564, 1.7998, 2.3196], [4.8547, 0.0982, 0.4431], [4.4165, -2.7754, -2.4830], [1.9236, -2.5930, -2.3076]], "forces_ev_per_angstrom": [[-0.3, -0.3, -0.5], [0.0, 0.1, 0.0], [0.0, 0.1, 0.0], [0.1, 0.0, 0.2], [0.0, 0.1, 0.0], [0.0, 0.0, 0.0], [0.0, 0.0, 0.0], [0.0, 0.0, 0.0], [0.0, -0.1, -0.1], [0.0, 0.0, 0.1], [0.1, -0.1, -0.1], [0.0, 0.1, 0.0], [0.0, 0.0, 0.0], [0.1, 0.0, 0.0], [-0.1, 0.0, 0.0], [0.0, 0.0, 0.1], [0.0, -0.1, 0.0], [0.1, 0.1, 0.1], [0.0, 0.0, 0.0], [0.0, 0.0, 0.0], [-0.1, 0.0, 0.0], [0.1, 0.0, 0.0], [-0.1, -0.1, 0.0], [0.0, 0.0, 0.0], [0.0, 0.0, -0.1], [0.1, -0.1, 0.0], [0.0, 0.1, 0.0], [0.0, -0.1, 0.0], [0.0, 0.1, 0.0], [0.0, 0.0, 0.0], [0.0, 0.0, 0.0], [0.0, 0.0, 0.0], [0.0, 0.0, -0.1], [0.0, 0.0, 0.0], [0.0, 0.0, 0.0], [0.0, 0.0, 0.0], [0.0, 0.0, 0.0], [0.0, 0.0, 0.0], [0.0, 0.0, 0.0], [0.0, 0.0, 0.0], [0.0, 0.0, 0.0], [0.0, 0.0, 0.0], [0.0, 0.0, 0.0], [0.0, 0.0, 0.0], [0.0, 0.0, 0.0], [0.0, 0.0, 0.0], [0.0, 0.0, 0.0], [0.0, 0.0, 0.0], [0.0, 0.0, 0.0], [0.0, 0.0, 0.0], [0.0, 0.0, 0.0], [0.0, 0.0, 0.0], [0.0, 0.0, 0.0], [0.0, 0.0, 0.0], [0.0, 0.0, 0.0], [0.1, 0.0, 0.0], [0.1, 0.0, 0.0], [0.0, 0.0, -0.1], [0.0, 0.1, 0.2], [0.2, -0.1, -0.1], [-0.2, 0.1, 0.0], [0.2, 0.0, 0.0], [0.1, 0.0, 0.0], [-0.1, 0.1, 0.1], [-0.1, 0.0, 0.0], [0.2, 0.0, 0.0], [-0.3, 0.2, 0.2], [0.0, 0.0, 0.0], [0.0, 0.0, 0.0], [0.0, 0.0, 0.0], [0.0, 0.0, 0.0], [0.0, 0.0, 0.0]], "lowdin_charge": [0.881, -0.258, -0.290, 1.006, -0.379, -0.114, -0.048, -0.028, -0.034, -0.062, -0.423, -0.051, -0.007, -0.017, -0.035, -0.195, -0.290, 1.015, -0.387, -0.115, -0.046, -0.025, -0.030, -0.060, -0.379, -0.026, -0.004, -0.026, -0.058, -0.176, 0.134, 0.088, 0.112, 0.108, 0.102, 0.121, 0.127, 0.126, 0.115, 0.124, 0.135, 0.132, 0.131, 0.116, 0.106, 0.112, 0.088, 0.121, 0.128, 0.127, 0.109, 0.124, 0.134, 0.133, 0.129, 0.069, 0.103, -0.062, 0.017, -0.292, 0.196, -0.174, -0.006, 0.155, -0.041, -0.056, 0.042, 0.197, 0.150, 0.143, 0.136, 0.101], "max_force_ev_per_a": 0.6, "charge": 3}

=====

4.
{"formula": "C4H6N2", "method": "the ωB97M-V functional and the def2-TZVPD basis", "symbols": ["C", "N", "C", "C", "N", "C", "H", "H", "H", "H", "H", "H"], "xyz": [[-1.5583, -0.3124, -0.1495], [-0.2972, 0.1224, 0.4871], [0.6826, -0.8090, 0.1932], [1.7871, -0.1371, -0.1895], [1.5916, 1.2249, -0.0179], [0.3527, 1.3484, 0.3628], [-1.3159, -0.9502, -1.0139], [-2.1478, -0.9139, 0.5436], [-2.1255, 0.5323, -0.5309], [0.4121, -1.8521, 0.2475], [2.6797, -0.5496, -0.6323], [-0.0611, 2.2964, 0.6998]], "forces_ev_per_angstrom": [[-0.4, 0.1, 0.1], [0.2, -0.2, -0.3], [0.3, -0.1, -0.1], [0.3, -0.2, 0.1], [-0.2, -0.1, 0.1], [-0.1, 0.0, -0.1], [-0.1, 0.4, 0.3], [-0.1, 0.2, 0.0], [-0.1, 0.1, 0.3], [0.3, 0.0, -0.3], [0.2, 0.1, 0.3], [-0.3, -0.3, -0.4]], "nbo_charge": [-0.405, -0.390, -0.087, -0.104, -0.443, 0.180, 0.204, 0.207, 0.217, 0.211, 0.210, 0.199], "smiles": "Cn1ccnc1", "max_force_ev_per_a": 0.6, "charge": 0}

=====

5.
{"formula": "C4H14N3O", "method": "the ωB97M-V functional and the def2-TZVPD basis", "symbols": ["C", "C", "C", "N", "C", "N", "N", "H", "H", "H", "H", "H", "H", "H", "H", "H", "H", "H", "H", "H", "H", "O"], "xyz": [[-0.2926, -1.2047, -1.0428], [-0.0706, -1.5417, 0.4050], [0.3206, -0.3928, 1.3414], [-0.6609, 3.0375, 0.5336], [-0.1530, 1.8930, 0.5166], [-0.6264, 0.7342, 1.1671], [-1.5678, -0.4114, -1.1978], [-0.4430, -2.0986, -1.6355], [0.5544, -0.7263, -1.5149], [-0.8878, -2.1657, 0.7940], [0.6988, -2.3014, 0.4206], [0.2742, -0.7842, 2.3471], [1.3219, -0.0876, 1.0477], [-1.4457, 3.1532, 1.1751], [0.6803, 1.6452, -0.1313], [-1.2218, 0.9117, 1.9632], [-1.5885, 0.2913, -0.4334], [-1.7641, -0.0049, -2.1049], [-2.3433, -1.0403, -0.9962], [3.4616, -0.3232, -0.6512], [2.9955, 1.0862, -1.2817], [2.7583, 0.3305, -0.7217]], "forces_ev_per_angstrom": [[-0.2, -0.4, -0.6], [0.0, -0.9, 0.5], [-0.8, -0.3, -1.1], [0.1, 0.5, -0.2], [-0.4, -0.6, 0.3], [0.4, 0.0, 0.2], [-0.3, -0.2, 0.5], [-0.1, -0.3, 0.0], [0.0, 0.7, 0.1], [-0.4, 0.6, 0.0], [0.7, 0.0, -0.1], [0.3, 0.2, 0.3], [0.0, 0.2, 0.4], [0.0, -0.1, 0.0], [0.3, 0.2, -0.1], [0.0, 0.1, 0.1], [0.2, 0.2, 0.0], [0.3, 0.2, -0.3], [-0.1, -0.1, 0.0], [0.3, 0.5, -0.4], [0.5, -0.6, 0.2], [-0.8, 0.1, 0.0]], "nbo_charge": [-0.234, -0.447, -0.236, -0.630, 0.254, -0.696, -0.694, 0.228, 0.253, 0.218, 0.252, 0.227, 0.240, 0.342, 0.168, 0.406, 0.468, 0.442, 0.429, 0.497, 0.499, -0.986], "max_force_ev_per_a": 1.4, "charge": 1}

=====

6.
{"formula": "C4H9NO", "method": "the ωB97M-V functional and the def2-TZVPD basis", "symbols": ["C", "C", "C", "C", "O", "N", "H", "H", "H", "H", "H", "H", "H", "H", "H"], "xyz": [[1.2116, -0.6949, 0.8710], [0.1843, -0.2760, -0.1820], [-1.0134, -1.2385, -0.1962], [-0.3015, 1.1381, 0.1164], [-0.8024, 1.4448, 1.1844], [-0.1479, 2.0323, -0.9019], [0.7611, -0.6247, 1.8661], [2.0965, -0.0499, 0.8543], [1.5353, -1.7280, 0.7038], [0.6574, -0.2895, -1.1734], [-1.9041, -0.7821, -0.6398], [-0.7717, -2.1420, -0.7659], [-1.2721, -1.5377, 0.8237], [0.2498, 1.7737, -1.7889], [-0.4828, 2.9745, -0.7715]], "forces_ev_per_angstrom": [[0.1, 0.0, 0.1], [0.0, -0.1, 0.0], [-0.1, -0.1, 0.0], [0.0, 0.0, 0.1], [0.1, -0.1, -0.3], [0.0, 0.1, 0.0], [0.1, 0.0, -0.1], [-0.1, -0.1, 0.0], [-0.1, 0.1, 0.0], [-0.1, 0.0, 0.1], [0.1, -0.1, 0.0], [0.0, 0.1, 0.1], [0.0, 0.1, -0.1], [-0.1, 0.0, 0.2], [0.0, -0.1, 0.0]], "nbo_charge": [-0.598, -0.307, -0.597, 0.680, -0.623, -0.826, 0.226, 0.210, 0.208, 0.190, 0.215, 0.209, 0.218, 0.394, 0.402], "smiles": "CC(C)C(N)=O", "max_force_ev_per_a": 0.4, "charge": 0}

=====

no.,orbital gap (eV),lowest unoccupied orbital energy (eV)
1,8.110,3.63
2,9.760,0.70
3,7.292,-9.49
4,9.843,0.90
5,10.049,-3.16
6,10.633,0.93